No. 1
C32H29ClN4OS4W | ωB97M-V with the def2-TZVPD basis set

Each line ends with the Mulliken spin population.
Geometry (Å):
W: 0.42 1.04 0.60  1.69
Cl: 3.81 -2.44 5.98  0.00
C: 2.91 -1.51 4.78  0.01
C: 1.65 -0.92 5.20  0.00
C: 0.92 -0.21 4.34  0.01
C: 1.32 0.07 2.92  0.07
O: 0.30 -0.39 2.05  0.01
C: 2.63 -0.61 2.56  -0.03
C: 3.09 -0.50 1.29  0.00
N: 2.41 0.16 0.31  -0.04
C: 2.98 0.31 -0.93  -0.02
C: 4.31 0.16 -1.28  0.05
C: 4.71 0.31 -2.62  -0.03
C: 3.82 0.59 -3.62  0.05
C: 2.46 0.76 -3.30  -0.01
C: 1.45 1.04 -4.26  0.03
C: 0.15 1.14 -3.87  -0.02
C: -0.17 1.00 -2.50  0.05
N: 0.74 0.79 -1.58  -0.02
C: 2.05 0.65 -1.96  0.05
C: 3.37 -1.38 3.53  -0.01
H: 1.32 -1.10 6.22  0.00
H: -0.03 0.21 4.64  0.00
H: 4.02 -0.98 1.02  0.00
H: 5.06 -0.03 -0.53  0.01
H: 5.77 0.20 -2.86  0.00
H: 4.14 0.69 -4.65  0.00
H: 1.74 1.20 -5.29  0.00
H: -0.65 1.39 -4.55  0.00
H: -1.19 1.09 -2.18  -0.02
H: 4.29 -1.85 3.22  0.00
C: -0.14 -3.37 1.27  0.00
C: 0.31 -2.65 0.00  0.01
C: -0.84 -2.39 -0.94  0.01
C: -1.16 -3.36 -1.88  0.00
C: -2.24 -3.22 -2.73  0.00
C: -3.01 -2.07 -2.66  0.00
C: -2.73 -1.07 -1.74  -0.01
C: -3.54 0.21 -1.82  0.00
C: -4.99 0.04 -1.38  0.00
C: -1.65 -1.25 -0.85  -0.01
N: -1.39 -0.22 0.10  -0.04
C: -2.36 0.08 0.92  0.11
C: -2.35 1.31 1.60  -0.03
C: -3.30 2.01 2.35  0.11
C: -2.74 3.26 2.60  -0.04
C: -1.47 3.27 2.00  0.12
N: -1.24 2.10 1.40  -0.11
H: 0.72 -3.70 1.85  0.00
H: -0.75 -4.25 1.03  0.00
H: -0.71 -2.69 1.89  0.00
H: 1.06 -3.25 -0.54  0.00
H: 0.79 -1.72 0.29  0.03
H: -0.53 -4.25 -1.94  0.00
H: -2.47 -3.99 -3.46  0.00
H: -3.83 -1.92 -3.35  0.00
H: -3.53 0.54 -2.87  0.00
H: -3.08 1.02 -1.26  0.00
H: -5.52 -0.69 -2.00  0.00
H: -5.52 0.99 -1.44  0.00
H: -5.05 -0.31 -0.35  0.00
H: -3.22 -0.58 1.04  -0.01
H: -4.28 1.64 2.65  0.01
H: -3.19 4.08 3.13  0.00
H: -0.74 4.06 1.95  0.00
S: 1.58 3.24 0.18  -0.01
S: 1.32 3.90 -1.77  0.01
S: -0.45 4.94 -1.97  0.00
S: -2.06 3.68 -2.28  0.01
C: 1.38 1.56 2.53  0.00
H: 0.73 2.15 3.19  0.00
H: 2.40 1.95 2.57  -0.01

Output
E_tot = -3651.24676 a.u.
charge = -2
relative energy (zero: lowest compared OMol25 entry of this formula, charge and spin) = 36.7 kJ/mol
highest occupied orbital energy (alpha / beta) = -0.02355 / -0.02825 hartree
Kohn-Sham gap (alpha / beta) = 4.84 / 4.97 eV
multiplicity = 3
LUMO energy (alpha / beta) = 4.2020 / 4.2011 eV

---

No. 2
C32H29IIrN3O | ωB97M-V with the def2-TZVPD basis set

Each line ends with the Mulliken spin population.
Geometry (Å):
Ir: -0.05 0.05 0.39  0.63
I: -0.35 2.36 2.17  0.12
C: -1.45 3.28 0.69  0.00
C: -2.08 4.45 0.99  0.01
C: -2.76 5.14 -0.03  0.00
C: -2.72 4.66 -1.30  0.00
C: -2.04 3.46 -1.63  0.01
C: -1.93 3.07 -2.97  0.00
C: -1.18 1.99 -3.31  0.01
C: -0.59 1.21 -2.30  -0.01
C: -0.73 1.48 -0.95  0.08
C: -1.41 2.69 -0.60  -0.07
H: -2.06 4.84 2.00  -0.01
H: -3.26 6.07 0.20  0.00
H: -3.20 5.21 -2.10  0.00
H: -2.42 3.67 -3.74  0.00
H: -1.06 1.70 -4.34  0.00
H: 0.01 0.36 -2.61  0.00
O: -0.68 -0.78 2.68  0.02
C: 0.21 -0.85 3.78  0.00
C: 1.62 -0.60 3.32  -0.01
C: 2.65 -0.82 4.23  0.00
C: 3.94 -0.52 3.86  0.00
C: 4.17 0.01 2.60  0.00
C: 3.10 0.18 1.75  0.00
N: 1.83 -0.13 2.09  0.03
H: -1.51 -0.38 2.95  0.00
H: 0.15 -1.84 4.25  0.00
H: -0.05 -0.11 4.54  0.00
H: 2.42 -1.22 5.21  0.00
H: 4.76 -0.68 4.55  0.00
H: 5.16 0.28 2.27  0.00
H: 3.24 0.58 0.76  0.00
C: 0.81 -3.21 0.87  0.01
N: 0.75 -2.28 -0.26  0.12
C: -0.02 -2.89 -1.36  -0.01
C: 2.11 -2.00 -0.74  0.01
C: 2.29 -0.61 -1.27  -0.01
C: 3.33 -0.36 -2.16  0.00
C: 3.70 0.93 -2.47  0.00
C: 3.06 2.00 -1.85  0.00
C: 1.99 1.76 -1.00  0.00
C: 1.57 0.45 -0.74  0.07
H: 1.28 -4.16 0.58  0.01
H: -0.20 -3.43 1.21  0.00
H: 1.38 -2.77 1.69  0.00
H: 0.50 -3.79 -1.71  0.00
H: -0.10 -2.18 -2.18  0.00
H: -1.02 -3.16 -1.03  0.00
H: 2.40 -2.73 -1.51  0.00
H: 2.80 -2.14 0.10  0.00
H: 3.88 -1.19 -2.59  0.00
H: 4.51 1.12 -3.17  0.00
H: 3.36 3.01 -2.06  0.00
H: 1.50 2.60 -0.54  0.00
N: -6.18 -3.95 -1.28  0.00
C: -5.28 -3.27 -1.05  0.00
C: -4.14 -2.43 -0.76  0.00
C: -3.75 -1.43 -1.63  0.00
C: -2.62 -0.66 -1.36  -0.02
C: -1.83 -0.86 -0.23  0.01
C: -2.28 -1.87 0.65  -0.01
C: -3.41 -2.63 0.40  -0.01
H: -4.32 -1.25 -2.53  0.00
H: -2.39 0.10 -2.08  0.00
H: -1.74 -2.11 1.54  0.00
H: -3.70 -3.40 1.10  0.00

Output
E_tot = -1878.01472 a.u.
charge = +1
relative energy (zero: lowest compared OMol25 entry of this formula, charge and spin) = 314.4 kJ/mol
highest occupied orbital energy (alpha / beta) = -0.38489 / -0.38427 hartree
Kohn-Sham gap (alpha / beta) = 6.85 / 6.67 eV
multiplicity = 2
LUMO energy (alpha / beta) = -3.6206 / -3.7905 eV

---

No. 3
C32H29InN7OP | ωB97M-V with the def2-TZVPD basis set

Each line ends with the Löwdin charge.
Geometry (Å):
In: -0.91 -0.04 0.25  1.03
N: -0.50 0.75 4.71  0.08
C: -0.85 -0.15 3.79  -0.09
N: -0.73 0.40 2.59  0.08
C: -0.29 1.67 2.85  -0.29
N: -0.15 1.88 4.14  0.16
C: -0.05 2.65 1.81  -0.19
C: 0.36 3.96 2.11  -0.02
N: 0.52 4.85 1.16  0.13
C: 0.29 4.48 -0.09  -0.06
C: -0.09 3.18 -0.41  -0.09
N: -0.26 2.28 0.55  0.03
H: -0.49 0.67 5.72  0.19
H: -1.18 -1.15 3.98  0.14
H: 0.54 4.27 3.13  0.13
H: 0.42 5.24 -0.84  0.13
H: -0.28 2.87 -1.42  0.12
C: -4.80 2.74 -0.06  0.04
C: -3.91 1.61 -0.48  -0.48
O: -2.76 1.50 -0.05  -0.04
N: -4.44 0.74 -1.35  0.11
C: -3.72 -0.41 -1.85  -0.09
C: -3.82 -1.56 -0.89  -0.25
C: -4.68 -2.63 -1.11  0.02
C: -4.79 -3.62 -0.15  -0.01
C: -4.04 -3.50 1.01  -0.02
C: -3.19 -2.42 1.14  -0.13
N: -3.07 -1.48 0.21  0.04
H: -4.21 3.50 0.46  0.10
H: -5.57 2.38 0.63  0.11
H: -5.29 3.19 -0.92  0.10
H: -5.41 0.86 -1.62  0.17
H: -2.66 -0.12 -1.96  0.11
H: -4.12 -0.67 -2.83  0.14
H: -5.25 -2.68 -2.03  0.13
H: -5.43 -4.47 -0.31  0.13
H: -4.11 -4.23 1.80  0.12
H: -2.54 -2.29 2.01  0.11
C: 6.40 -0.07 1.34  -0.05
C: 5.38 -0.15 2.28  -0.07
C: 4.06 -0.12 1.86  -0.11
C: 3.77 -0.02 0.50  -0.38
C: 4.79 0.06 -0.44  -0.07
C: 6.11 0.03 -0.01  -0.06
P: 2.00 0.01 0.07  1.06
C: 1.95 0.46 -1.70  -0.39
C: 1.47 -0.38 -2.70  -0.08
C: 1.37 0.09 -4.00  -0.06
C: 1.70 1.41 -4.30  -0.06
C: 2.18 2.24 -3.30  -0.07
C: 2.31 1.77 -2.00  -0.13
C: 1.54 -1.76 0.01  -0.44
C: 2.43 -2.83 0.01  -0.04
C: 1.93 -4.12 -0.09  -0.04
C: 0.58 -4.35 -0.23  -0.05
C: -0.32 -3.28 -0.24  -0.10
C: 0.20 -2.03 -0.07  -0.25
H: 7.43 -0.07 1.67  0.11
H: 5.60 -0.24 3.33  0.11
H: 3.25 -0.17 2.57  0.10
H: 4.57 0.15 -1.49  0.11
H: 6.90 0.09 -0.73  0.11
H: 1.22 -1.41 -2.49  0.10
H: 1.04 -0.57 -4.79  0.11
H: 1.60 1.78 -5.31  0.11
H: 2.45 3.26 -3.52  0.11
H: 2.71 2.41 -1.22  0.11
H: 3.49 -2.64 0.08  0.12
H: 2.62 -4.95 -0.06  0.12
H: 0.20 -5.35 -0.34  0.12
H: -1.38 -3.47 -0.37  0.09

Output
E_tot = -2226.38311 a.u.
charge = +2
relative energy (zero: lowest compared OMol25 entry of this formula, charge and spin) = 122.9 kJ/mol
highest occupied orbital energy = -0.48538 hartree
Kohn-Sham gap = 7.24 eV
LUMO energy = -5.9721 eV

---

No. 4
C32H30AsBr2CoF3NO3 | ωB97M-V with the def2-TZVPD basis set

Each line ends with the Mulliken spin population.
Geometry (Å):
Co: 0.71 -0.05 -1.08  2.72
C: -1.06 2.86 -0.29  0.01
C: 0.37 3.16 -0.55  0.02
C: 0.91 4.44 -0.33  -0.03
C: 2.24 4.68 -0.50  0.06
C: 3.07 3.63 -0.91  -0.02
C: 4.49 3.73 -1.11  0.28
Br: 5.37 5.34 -0.78  0.05
C: 5.25 2.65 -1.54  -0.09
C: 4.66 1.43 -1.80  0.22
Br: 5.66 -0.01 -2.38  0.05
C: 3.24 1.24 -1.63  0.08
O: 2.68 0.18 -1.89  0.28
C: 2.46 2.40 -1.14  0.13
N: 1.15 2.17 -0.97  0.04
H: -1.57 3.72 0.14  0.00
H: -1.14 2.01 0.38  0.00
H: -1.56 2.56 -1.22  0.00
H: 0.25 5.23 0.00  0.00
H: 2.66 5.66 -0.31  0.01
H: 6.32 2.77 -1.66  0.00
C: 1.10 -0.43 7.24  0.00
C: 1.23 -0.52 5.75  0.00
C: 2.04 0.35 5.05  0.00
C: 2.18 0.27 3.66  -0.01
C: 3.06 1.24 2.93  0.00
C: 1.49 -0.73 2.98  0.02
C: 0.67 -1.63 3.66  0.01
C: -0.06 -2.71 2.92  0.00
C: 0.54 -1.50 5.04  0.00
C: 1.64 -0.86 1.49  -0.03
O: 2.16 -1.86 0.99  0.01
O: 1.13 0.12 0.81  0.06
H: 1.47 0.53 7.62  0.00
H: 1.67 -1.22 7.74  0.00
H: 0.06 -0.53 7.56  0.00
H: 2.59 1.12 5.58  0.00
H: 3.64 1.85 3.63  0.00
H: 2.46 1.91 2.30  0.00
H: 3.76 0.73 2.27  0.00
H: -0.57 -2.31 2.03  0.00
H: -0.82 -3.17 3.56  0.00
H: 0.63 -3.48 2.57  0.00
H: -0.11 -2.19 5.57  0.00
F: -8.21 -0.79 -4.41  0.00
C: -7.96 0.00 -3.34  0.00
F: -8.77 -0.42 -2.35  0.00
F: -8.36 1.24 -3.69  0.00
C: -6.51 -0.03 -2.95  0.00
C: -5.56 0.38 -3.88  0.00
C: -4.22 0.38 -3.55  0.00
C: -3.80 -0.02 -2.28  -0.01
C: -4.77 -0.44 -1.36  0.00
C: -6.11 -0.44 -1.69  0.00
C: -2.42 0.00 -1.92  -0.01
C: -1.24 -0.02 -1.60  0.06
H: -5.87 0.70 -4.87  0.00
H: -3.48 0.70 -4.27  0.00
H: -4.45 -0.75 -0.37  0.00
H: -6.85 -0.76 -0.97  0.00
C: 1.06 -4.16 -0.76  0.01
As: 0.79 -2.58 -1.84  0.07
C: -0.79 -3.12 -2.85  0.00
C: 2.13 -2.89 -3.23  0.01
H: 1.08 -5.05 -1.39  0.00
H: 0.26 -4.23 -0.03  0.00
H: 2.00 -4.06 -0.21  0.00
H: -0.65 -4.11 -3.28  0.00
H: -0.98 -2.39 -3.63  0.00
H: -1.65 -3.12 -2.18  0.00
H: 1.99 -3.86 -3.71  0.00
H: 3.12 -2.85 -2.78  0.00
H: 2.06 -2.10 -3.98  0.00

Output
E_tot = -10584.05033 a.u.
charge = 0
relative energy (zero: lowest compared OMol25 entry of this formula, charge and spin) = 39.5 kJ/mol
highest occupied orbital energy (alpha / beta) = -0.29004 / -0.29413 hartree
Kohn-Sham gap (alpha / beta) = 6.87 / 4.83 eV
multiplicity = 5
LUMO energy (alpha / beta) = -1.0232 / -3.1693 eV

---

No. 5
C32H30BrFNO5P2RuS | ωB97M-V with the def2-TZVPD basis set

Each line ends with the Mulliken spin population.
Geometry (Å):
Ru: 1.09 -0.96 0.27  3.79
O: -1.58 -2.89 2.47  0.00
S: -0.17 -2.95 2.71  0.00
O: 0.30 -3.87 3.69  0.01
O: 0.65 -2.90 1.50  0.04
O: -0.91 -0.29 0.70  0.01
O: 6.68 -1.06 0.99  0.00
C: 5.36 -0.99 1.25  0.01
C: 4.81 -1.58 2.39  0.03
C: 3.45 -1.50 2.60  0.05
N: 2.69 -0.80 1.74  0.13
C: 3.19 -0.26 0.64  0.28
Br: 1.62 -2.41 -1.69  0.32
C: 4.54 -0.33 0.34  0.12
H: 7.13 -1.58 1.67  0.00
H: 5.43 -2.13 3.09  0.00
H: 2.95 -1.97 3.44  0.00
H: 4.96 0.07 -0.58  0.01
C: -2.09 0.98 -1.81  0.00
C: -2.97 0.85 -0.55  0.00
P: -2.40 -0.47 0.56  0.04
C: -3.28 -0.24 2.11  0.00
C: -4.07 -1.24 2.68  0.00
C: -4.70 -1.00 3.89  0.00
C: -4.54 0.22 4.54  0.00
C: -3.74 1.20 3.98  0.00
C: -3.11 0.97 2.77  0.00
C: -2.92 -1.99 -0.25  0.01
C: -4.24 -2.11 -0.69  0.00
C: -4.66 -3.24 -1.36  0.00
C: -3.75 -4.26 -1.61  0.00
C: -2.43 -4.15 -1.18  0.01
C: -2.02 -3.02 -0.49  0.01
C: -0.88 1.93 -1.65  0.03
P: 0.79 1.24 -1.25  0.11
C: 1.56 2.71 -0.50  -0.05
C: 1.69 2.76 0.88  0.01
C: 2.20 3.90 1.50  0.01
C: 2.60 4.98 0.73  0.00
C: 2.48 4.94 -0.65  0.00
C: 1.96 3.81 -1.27  0.00
C: 1.61 1.07 -2.85  0.01
C: 0.89 0.79 -4.01  0.01
C: 1.55 0.52 -5.20  0.00
C: 2.93 0.54 -5.24  0.01
C: 3.66 0.82 -4.09  0.00
C: 3.00 1.07 -2.90  0.00
H: -2.72 1.39 -2.60  -0.01
H: -1.78 -0.01 -2.16  0.00
H: -4.00 0.63 -0.83  0.00
H: -2.99 1.79 0.00  0.00
H: -4.16 -2.20 2.20  0.00
H: -5.31 -1.78 4.34  0.00
H: -5.03 0.39 5.49  0.00
H: -3.59 2.15 4.49  0.00
H: -2.46 1.74 2.35  0.00
H: -4.96 -1.32 -0.48  0.00
H: -5.68 -3.33 -1.68  0.00
H: -4.07 -5.15 -2.14  0.00
H: -1.72 -4.94 -1.37  0.00
H: -1.01 -2.96 -0.13  -0.02
H: -1.09 2.65 -0.85  0.00
H: -0.75 2.52 -2.56  0.00
H: 1.40 1.91 1.49  0.00
H: 2.30 3.93 2.58  0.00
H: 3.00 5.86 1.21  0.00
H: 2.79 5.78 -1.25  0.00
H: 1.88 3.77 -2.35  0.00
H: -0.20 0.76 -3.99  0.00
H: 0.98 0.30 -6.09  0.00
H: 3.45 0.33 -6.17  0.00
H: 4.74 0.83 -4.12  0.00
H: 3.57 1.28 -2.00  0.00
F: 0.13 -1.51 3.37  0.00

Output
E_tot = -5518.06208 a.u.
charge = 0
relative energy (zero: lowest compared OMol25 entry of this formula, charge and spin) = 9.1 kJ/mol
highest occupied orbital energy (alpha / beta) = -0.26710 / -0.33173 hartree
Kohn-Sham gap (alpha / beta) = 7.75 / 8.14 eV
multiplicity = 6
LUMO energy (alpha / beta) = 0.4862 / -0.8879 eV

---

No. 6
C32H30ClFFeIN5O7P | ωB97M-V with the def2-TZVPD basis set

Each line ends with the Löwdin charge.
Geometry (Å):
Fe: -1.34 1.27 0.63  0.48
N: -1.10 0.92 2.61  -0.01
C: -1.28 2.00 3.58  -0.23
C: -0.48 3.24 3.18  -0.18
C: -1.06 4.00 2.00  -0.22
N: -0.91 3.27 0.73  0.00
H: -1.71 0.13 2.79  0.10
H: -0.13 0.58 2.65  0.05
H: -0.98 1.68 4.59  0.11
H: -2.34 2.27 3.63  0.10
H: 0.55 2.94 2.96  0.11
H: -0.44 3.92 4.04  0.11
H: -0.58 4.99 1.94  0.11
H: -2.13 4.17 2.16  0.11
H: 0.07 3.23 0.44  0.10
H: -1.42 3.74 -0.01  0.10
Cl: -6.79 3.63 -2.78  0.64
C: -5.20 3.05 -2.34  -0.62
C: -4.19 3.05 -3.27  -0.19
C: -2.91 2.58 -2.95  -0.65
I: -1.41 2.63 -4.39  0.91
C: -2.59 2.09 -1.68  -0.44
O: -1.46 1.61 -1.34  -0.13
C: -3.66 2.16 -0.71  -0.11
N: -3.31 1.74 0.54  0.07
C: -4.23 1.68 1.47  -0.10
C: -5.56 2.08 1.25  -0.04
C: -5.92 2.55 0.02  -0.03
C: -4.96 2.60 -1.02  -0.18
H: -4.40 3.41 -4.26  0.09
H: -3.93 1.27 2.43  0.11
H: -6.28 2.00 2.05  0.10
H: -6.93 2.87 -0.18  0.09
O: -3.32 -2.44 0.15  -0.01
C: -2.25 -1.83 0.30  -0.73
O: -2.12 -0.64 0.70  -0.12
C: -0.96 -2.61 0.05  -0.25
P: 0.51 -1.60 -0.44  1.14
C: 0.23 -1.42 -2.24  -0.36
C: 1.31 -1.09 -3.06  -0.10
C: 1.13 -0.89 -4.42  -0.10
C: -0.14 -1.00 -4.98  -0.14
C: -1.22 -1.30 -4.17  -0.11
C: -1.04 -1.51 -2.81  -0.07
C: 1.73 -2.98 -0.43  -0.35
C: 2.47 -3.14 0.74  -0.12
C: 3.35 -4.21 0.89  -0.10
C: 3.53 -5.11 -0.15  -0.10
C: 2.81 -4.95 -1.33  -0.09
C: 1.91 -3.90 -1.46  -0.08
H: -1.16 -3.43 -0.64  0.09
H: -0.68 -3.07 1.01  0.09
H: 2.30 -0.99 -2.64  0.09
H: 1.98 -0.64 -5.04  0.10
H: -0.29 -0.83 -6.04  0.09
H: -2.22 -1.37 -4.59  0.10
H: -1.90 -1.75 -2.19  0.10
H: 2.35 -2.42 1.55  0.10
H: 3.91 -4.32 1.81  0.10
H: 4.23 -5.93 -0.05  0.10
H: 2.94 -5.65 -2.14  0.10
H: 1.34 -3.79 -2.38  0.10
F: 5.24 -1.24 4.28  0.08
C: 5.04 -1.18 2.96  -0.19
C: 4.21 -0.27 2.43  0.04
N: 3.99 -0.18 1.07  0.02
C: 3.07 0.83 0.55  -0.02
C: 1.66 0.76 1.17  -0.67
O: 1.53 0.30 2.32  -0.03
O: 0.77 1.28 0.45  -0.11
C: 4.61 -1.04 0.19  -0.48
O: 4.46 -1.01 -1.02  0.08
N: 5.46 -1.95 0.78  0.21
C: 5.74 -2.15 2.13  -0.43
O: 6.48 -3.03 2.51  0.08
H: 3.66 0.42 3.04  0.14
H: 3.00 0.70 -0.52  0.12
H: 3.47 1.82 0.76  0.14
H: 5.87 -2.62 0.15  0.17

Output
E_tot = -4500.97427 a.u.
charge = -1
relative energy (zero: lowest compared OMol25 entry of this formula, charge and spin) = 0.0 kJ/mol
highest occupied orbital energy = -0.17893 hartree
Kohn-Sham gap = 7.11 eV
LUMO energy = 2.2420 eV

---

Question: What is the charge in the first record?
Answer: -2

---

Question: What is the E_tot in the second record?
Answer: -1878.01472 a.u.

---

Question: Among the records above, which one has the lowest relative energy (zero: lowest compared OMol25 entry of this formula, charge and spin)?
Answer: C32H30ClFFeIN5O7P

---

Question: Which of these has the highest relative energy (zero: lowest compared OMol25 entry of this formula, charge and spin)?
Answer: C32H29IIrN3O